Computed, not measured: a cluster of 2 separate species, C2H2N2O in total, with ωB97M-V with the def2-TZVPD basis set.

The geometry in XYZ format:
```
7
Properties=species:S:1:pos:R:3:forces:R:3:lowdin_charge:R:1
C -1.38595 0.26150 1.64016 -0.7172 0.1474 3.3724 -0.087
C 0.41434 -1.30909 -0.28759 -2.3491 -0.8567 2.7384 0.033
N -1.18978 0.37583 0.52660 0.1413 0.1432 -1.5531 0.040
N 0.99443 -0.66727 -1.07812 3.2847 -1.9392 -2.8913 -0.196
O 1.62715 0.17551 -1.85564 -0.3218 0.1567 0.2739 0.048
H -1.56886 0.21962 2.73641 0.2760 -0.0955 -1.5630 0.080
H 1.10867 0.94390 -1.68182 -0.3140 2.4441 -0.3772 0.083
```
Positions in Å, forces in eV/Å.

Its HOMO energy (alpha / beta) is -4.447 / -10.544 eV. The spin multiplicity is 3. The value obtained for the max |F| is 0.093 Eh/bohr.


Computed, not measured: a structure of composition C5H7Cl2N, with ωB97M-V with the def2-TZVPD basis set.

The geometry in XYZ format:
```
15
Properties=species:S:1:pos:R:3:forces:R:3:lowdin_charge:R:1
C 2.45315 1.57470 -0.02809 0.4315 0.1952 0.1872 -0.338
C -0.42477 -1.03134 -0.70794 0.0723 -0.0107 -0.0802 -0.148
C 1.16719 1.36955 -0.56486 -2.5996 -3.1285 0.8331 -0.073
C -0.54013 0.42314 1.40275 0.0309 -0.0944 0.2094 -0.622
C 0.29441 -0.19762 0.30672 1.9398 2.8451 -1.0694 -0.820
N 3.50234 1.77018 0.38751 0.4538 0.0184 0.2498 0.157
Cl -1.91631 1.33332 0.73096 -0.1226 0.1120 -0.0150 0.597
Cl 1.62076 -1.09582 1.06120 -0.1764 -0.0935 0.0615 0.685
H -1.14194 -0.43228 -1.26507 -0.0051 0.0055 -0.0089 0.066
H 0.28280 -1.49668 -1.39260 -0.0231 0.0610 -0.0039 0.082
H -0.96116 -1.82530 -0.18405 -0.0567 -0.0319 -0.0360 0.090
H 1.18765 1.07474 -1.60814 0.0101 0.1215 -0.0781 0.096
H 0.46880 2.17262 -0.36666 0.0134 0.1223 -0.0848 0.069
H -0.95714 -0.34705 2.05613 0.0733 0.0407 -0.0927 0.079
H 0.05103 1.11898 2.00009 -0.0417 -0.1628 -0.0720 0.079
```
Positions in Å, forces in eV/Å.

Its HOMO energy is -10.299 eV. The value obtained for the max |F| is 0.081 Eh/bohr.


Computed, not measured: a structure of composition C37H34N3O3SSiTi, with ωB97M-V with the def2-TZVPD basis set.

The geometry in XYZ format:
```
80
Properties=species:S:1:pos:R:3:forces:R:3:lowdin_charge:R:1
Ti 0.27510 -0.06086 0.07612 0.1737 -1.1542 0.5240 0.859
O -3.32484 3.48636 1.85825 -0.0622 -0.2061 -0.1722 0.034
C -2.14862 3.95679 2.30277 0.1153 0.0272 -0.0276 -0.279
C -2.17887 4.99312 3.23506 -0.0619 0.0511 0.0609 -0.039
C -1.00414 5.52084 3.73902 0.0442 -0.0726 -0.0736 -0.111
C 0.22455 5.02272 3.31962 0.0494 0.0419 0.0473 -0.103
C 0.25811 3.99700 2.39098 0.0982 -0.0153 0.0114 -0.023
C -0.90905 3.45512 1.86334 -0.0279 0.1072 0.0952 -0.063
C -0.78984 2.35750 0.87524 0.0040 -0.0019 -0.1249 -0.443
O 0.37249 2.00625 0.46081 0.0040 0.0208 0.1494 -0.123
N -1.90798 1.81211 0.44038 -0.1764 0.4020 0.2349 0.051
N -1.56997 0.83671 -0.48460 0.1354 0.1981 0.4874 -0.101
C -2.26200 0.75127 -1.53891 -0.3830 -0.0148 -0.4596 -0.088
C -1.77297 0.07671 -2.70849 0.1780 -0.1157 -0.2793 -0.168
C -2.64101 -0.16193 -3.77837 -0.0190 -0.0102 0.0151 -0.068
C -2.19500 -0.66350 -4.98055 -0.0635 -0.0339 -0.1009 -0.131
C -0.82535 -0.90410 -5.13884 -0.0139 0.0445 0.0880 -0.110
C 0.05678 -0.64894 -4.11627 0.0743 0.0250 -0.0836 -0.026
C -0.37350 -0.16321 -2.85776 -0.0415 -0.1997 0.1128 -0.370
O 0.49934 0.03430 -1.92051 -0.0188 0.0894 -0.2970 -0.205
H -3.10962 2.74054 1.22898 -0.0224 0.0572 0.0487 0.066
H -3.14694 5.36024 3.55702 0.0309 -0.0200 -0.0179 0.104
H -1.04880 6.31822 4.47080 0.0015 0.0329 0.0312 0.088
H 1.14774 5.41079 3.73282 -0.0216 -0.0188 -0.0171 0.091
H 1.19774 3.56394 2.06633 -0.0540 0.0369 0.0275 0.113
H -3.19302 1.31073 -1.60214 -0.1105 0.1089 -0.0236 0.131
H -3.69623 0.05018 -3.63515 -0.0081 0.0026 -0.0102 0.102
H -2.88800 -0.86687 -5.78873 0.0122 0.0128 0.0285 0.080
H -0.45236 -1.29752 -6.07706 0.0109 -0.0240 -0.0325 0.088
H 1.11782 -0.83666 -4.23230 -0.0211 0.0016 0.0098 0.111
S -1.09699 -2.28069 -0.28863 0.1760 0.2109 0.0699 0.655
C -0.21604 -3.58079 -1.07053 -0.0003 -0.0454 0.0067 -0.651
C -0.59350 -4.90830 -0.81045 0.0815 -0.0489 -0.0865 -0.145
C 0.04214 -5.98008 -1.42483 -0.0466 0.0852 0.0381 -0.137
C 1.08402 -5.76472 -2.32064 -0.0081 0.0175 0.0210 -0.154
C 1.47758 -4.45572 -2.57864 -0.0272 0.0671 0.0341 -0.115
C 0.84310 -3.38228 -1.96754 0.0602 -0.0506 0.0222 -0.124
H -1.39529 -5.08297 -0.10238 0.0027 0.0045 -0.0073 0.083
H -0.27456 -6.99258 -1.19294 0.0028 0.0164 -0.0026 0.082
H 1.58730 -6.59914 -2.79711 -0.0082 0.0099 0.0070 0.076
H 2.30111 -4.26311 -3.26040 -0.0264 -0.0002 0.0175 0.090
H 1.18529 -2.37401 -2.15530 -0.0200 0.0009 0.0058 0.072
C -2.67997 -2.65039 4.17714 -0.0199 0.0260 -0.0225 -0.140
C -1.35429 -2.61282 4.59493 0.0674 0.0430 -0.0527 -0.119
C -0.43853 -1.77494 3.97689 -0.1199 0.0195 -0.0325 -0.039
C -0.81729 -0.93165 2.91709 -0.0502 0.0414 0.1171 -0.321
C -2.15783 -0.98405 2.50841 0.0294 -0.0309 0.0696 -0.084
C -3.06712 -1.82969 3.12413 0.0200 0.0242 -0.0072 -0.113
N 0.09568 -0.10482 2.26275 0.1759 0.1144 -0.3159 -0.042
C 0.98672 0.61814 3.04861 -0.1263 -0.1066 0.0921 -0.298
C 2.28047 0.94627 2.59014 -0.1649 0.0194 0.1148 -0.050
C 3.13258 1.74660 3.33413 -0.0848 -0.0254 0.0120 -0.116
C 2.75156 2.24731 4.57557 0.0494 0.0081 -0.0291 -0.150
C 1.48752 1.92372 5.05306 -0.0979 -0.0531 -0.0128 -0.126
C 0.62416 1.13124 4.31373 0.0797 -0.0098 -0.0287 -0.042
H -3.39253 -3.31453 4.65441 0.0187 0.0191 -0.0153 0.077
H -1.02229 -3.25880 5.40154 0.0034 0.0046 -0.0038 0.085
H 0.59470 -1.77198 4.29562 0.0789 0.0089 0.0180 0.110
H -2.47122 -0.34944 1.69044 -0.0200 0.0068 0.0095 0.078
H -4.09322 -1.84888 2.76996 0.0421 -0.0019 0.0091 0.092
H 2.61184 0.53660 1.64983 0.0639 -0.0319 -0.1241 0.066
H 4.11781 1.97275 2.93985 0.0023 -0.0093 -0.0132 0.091
H 3.42210 2.87217 5.15531 -0.0106 -0.0122 -0.0158 0.076
H 1.15590 2.31495 6.01002 -0.0086 -0.0140 -0.0111 0.088
H -0.36572 0.91549 4.69514 -0.0199 0.0037 0.0174 0.110
C 3.33049 -5.17567 1.18068 -0.0461 -0.0484 0.0067 -0.188
Si 4.08779 -3.45950 1.12734 -0.0478 -0.0470 -0.0250 0.382
C 5.55826 -3.51371 -0.05183 0.0394 0.0184 -0.0615 -0.206
C 4.74243 -3.03733 2.84223 0.0275 0.0481 0.0698 -0.198
C 2.87388 -2.24430 0.59879 -0.0893 0.2416 -0.0375 -0.225
C 2.00252 -1.42252 0.32386 0.2375 0.1131 -0.0625 -0.168
H 4.06330 -5.93835 1.46948 -0.0428 0.0341 -0.0156 0.017
H 2.91752 -5.43414 0.19993 0.0071 0.0083 0.0683 0.015
H 2.50423 -5.19393 1.89918 0.0605 -0.0078 -0.0773 0.030
H 6.29499 -4.26280 0.26087 -0.0429 0.0423 -0.0216 0.014
H 6.05351 -2.53826 -0.09651 -0.0383 -0.0732 -0.0094 0.020
H 5.21512 -3.76472 -1.06100 0.0389 0.0284 0.0757 0.019
H 5.64361 -3.61190 3.08734 -0.0652 0.0247 -0.0086 0.014
H 3.98064 -3.25236 3.59853 0.0509 0.0470 -0.0514 0.022
H 4.97857 -1.96973 2.90738 -0.0105 -0.1139 -0.0032 0.022
```
Positions in Å, forces in eV/Å.

Its total charge is -2. Its HOMO energy (alpha / beta) is -1.540 / -1.604 eV. The spin multiplicity is 2. The value obtained for the max |F| is 0.025 Eh/bohr.


Computed, not measured: the molecule C5H8O, with ωB97M-V with the def2-TZVPD basis set.

The geometry in XYZ format:
```
14
Properties=species:S:1:pos:R:3:forces:R:3:lowdin_charge:R:1
C -0.85453 -0.57373 -0.49916 -1.3278 1.6037 0.6878 -0.292
C 0.33144 -0.05890 0.25464 1.6982 -0.9187 -0.9044 -0.344
C 1.41188 -0.83957 0.32194 0.4017 -1.9995 0.7855 0.065
C 0.47349 1.32727 0.64136 -0.9630 1.6529 1.1868 -0.192
C -0.58502 2.14126 0.73352 -1.5606 0.8518 -0.6999 -0.022
H -1.14459 -1.76726 -2.02131 3.0627 -0.5306 3.6609 0.200
H -1.72206 -0.78425 0.19536 0.8018 0.1887 -0.4570 0.133
H -1.23924 0.31385 -1.14547 0.7083 -1.7417 0.3567 0.135
H 1.50638 -1.92857 0.00070 -0.5312 1.8010 0.2741 0.097
H 2.22115 -0.52457 0.96218 0.4211 0.3533 -0.2799 0.059
H 1.41572 1.85990 0.97441 -0.7335 -1.5358 -0.6209 0.126
H -1.71692 1.83697 0.42551 2.9735 0.8994 0.9441 0.110
H -0.31404 3.20272 1.01527 -1.0955 -1.2233 -0.3232 0.064
O -0.45874 -1.77334 -1.14006 -3.8557 0.5987 -4.6104 -0.138
```
Positions in Å, forces in eV/Å.

Its HOMO energy is -8.777 eV. The value obtained for the max |F| is 0.117 Eh/bohr.